Formula: C7H14N3O
Source: OMol25
Level of theory: wB97M-V/def2-TZVPD

Its highest occupied orbital energy (spin up / spin down) is -12.510 / -12.300 eV. The HOMO-LUMO gap (spin up / spin down) comes out at 7.61 / 7.29 eV.

```
! wB97M-V def2-TZVPD RIJCOSX def2/J DEFGRID3
* xyz 1 1
C 1.23243 -1.21692 -0.06333
C -0.71963 0.69130 -0.16267
C 1.56546 0.15379 -0.04982
C -1.84593 1.62886 -0.05733
C 2.52427 0.65411 1.01764
C 2.21518 0.39731 -1.46576
C -2.60380 -1.27831 0.71080
N 0.47824 1.07614 0.01370
N -1.00094 -0.54922 -0.76591
N -1.95570 -1.38440 -0.55521
O 2.04530 -2.15242 0.15579
H -2.70159 1.48664 -0.70365
H -1.38965 2.53264 -0.35411
H -2.41014 1.56637 0.82148
H 2.04053 0.80663 2.02035
H 3.00920 1.53229 0.78733
H 3.37672 0.12352 1.36647
H 1.45856 0.04453 -2.30476
H 3.09471 -0.11108 -1.42397
H 2.56654 1.49072 -1.64396
H -3.42369 -0.59273 0.84241
H -3.22537 -2.23887 0.83112
H -1.92290 -1.01364 1.57693
H 1.91567 -3.09986 0.25222
H -2.21753 -1.82667 -1.44479
*
```

***

Formula: C7H14N3O2
Source: OMol25
Level of theory: wB97M-V/def2-TZVPD

Its highest occupied orbital energy is -13.379 eV. The HOMO-LUMO gap comes out at 10.05 eV.

```
! wB97M-V def2-TZVPD RIJCOSX def2/J DEFGRID3
* xyz 1 1
C -3.14676 -1.35478 -0.55141
C -2.23184 -2.55684 -0.43801
O -2.34574 -3.52153 -1.17714
O -1.28674 -2.54152 0.57513
C -0.12485 -1.80163 0.29563
C -0.27972 -0.31773 0.57709
N 1.02977 0.38195 0.49627
C 1.10034 1.53604 1.45855
C 2.45113 2.07498 1.01509
N 2.18069 2.04652 -0.42834
C 1.31122 1.04710 -0.64855
N 0.78575 0.81810 -1.82880
H -2.76661 -0.70383 -1.32882
H -4.13570 -1.69791 -0.78816
H -3.13737 -0.80087 0.37737
H 0.23497 -1.98326 -0.71594
H 0.63930 -2.17731 0.95921
H -0.65482 -0.21792 1.58314
H -0.99758 0.17779 -0.06984
H 0.40619 2.28984 1.09341
H 0.94851 1.30476 2.49485
H 2.72060 3.04612 1.39026
H 3.18338 1.32461 1.28917
H 2.97566 2.10657 -1.04679
H 0.35902 -0.05139 -2.09229
H 0.78120 1.57214 -2.49108
*
```

***

Formula: C7H14N4
Source: OMol25
Level of theory: wB97M-V/def2-TZVPD

Its highest occupied orbital energy is -17.774 eV. The HOMO-LUMO gap comes out at 9.53 eV.

```
! wB97M-V def2-TZVPD RIJCOSX def2/J DEFGRID3
* xyz 2 1
C -3.17466 -0.71115 0.13552
C -0.26525 1.29993 -0.15528
C -2.32738 0.26314 0.95073
C 2.93931 -1.00552 0.62826
C 3.03050 -0.27208 -0.67878
C 1.95568 0.16648 0.33740
C 0.55807 0.00106 -0.06942
N -2.82447 -1.21293 -0.96233
N -1.55337 1.31790 0.27697
N 0.28218 2.38181 -0.59811
N -0.20489 -1.00193 -0.44942
H -4.12552 -0.76238 0.77841
H -3.07020 0.71970 1.66998
H -1.69368 -0.24871 1.66919
H 2.58710 -2.04105 0.85307
H 3.72322 -0.64558 1.32237
H 3.89902 0.30138 -0.65588
H 2.60481 -0.66581 -1.64079
H 2.08698 1.05580 0.94131
H -2.14179 2.05300 -0.10782
H 1.24718 2.30402 -0.80225
H -0.26148 3.15090 -0.86567
H -1.75338 -1.18844 -1.07640
H -3.26812 -1.94059 -1.46826
H 0.27342 -1.93809 -0.49362
*
```

***

Formula: C7H14N4S
Source: OMol25
Level of theory: wB97M-V/def2-TZVPD

Its highest occupied orbital energy (spin up / spin down) is -15.937 / -15.938 eV. The HOMO-LUMO gap (spin up / spin down) comes out at 7.45 / 7.45 eV.

```
! wB97M-V def2-TZVPD RIJCOSX def2/J DEFGRID3
* xyz 2 1
C 1.86730 0.78577 -3.62084
C -0.38421 -2.30927 3.20658
C 1.11015 0.07592 -1.33520
C -0.58654 0.03241 0.42493
C 2.64365 1.97654 -3.93320
C -1.17728 -2.59381 4.40189
C -2.56945 1.87772 0.06627
N 1.44810 0.46874 -2.48372
N -0.71617 -1.38462 2.38959
N -0.06501 0.41857 -0.76429
N 0.00139 -1.16669 1.29481
S -1.99565 0.56277 1.17886
H 1.61445 0.11979 -4.44855
H 0.49865 -2.93024 3.02942
H 1.78867 -0.55654 -0.76997
H 2.12805 2.55650 -4.70447
H 2.85633 2.60011 -3.06899
H 3.57829 1.66615 -4.41146
H -0.53458 -2.59463 5.28394
H -1.58143 -3.60685 4.33582
H -1.98817 -1.88342 4.52253
H -2.81962 1.48824 -0.91693
H -1.85614 2.69478 0.02229
H -3.48595 2.25143 0.52081
H -0.66977 1.04878 -1.29412
H 0.89495 -1.59814 1.07400
*
```

***

Formula: C7H14N5
Source: OMol25
Level of theory: wB97M-V/def2-TZVPD

Its highest occupied orbital energy is -13.125 eV. The HOMO-LUMO gap comes out at 9.22 eV.

```
! wB97M-V def2-TZVPD RIJCOSX def2/J DEFGRID3
* xyz 1 1
C 1.34493 -1.22318 0.07517
C -0.09604 -1.37148 0.01742
C 0.11330 1.38075 -0.00093
C -0.68144 -1.83203 1.35178
C -0.46297 -2.31312 -1.13280
C -0.05889 2.26192 -1.23083
C -0.49853 1.98613 1.25411
N 2.54425 -1.23377 -0.01616
N 3.30295 -0.06011 -0.01371
N 2.61767 0.96320 0.04649
N 1.38754 0.92718 0.23364
N -0.71626 0.01132 -0.32250
H -1.75057 -2.01450 1.24891
H -0.51421 -1.09519 2.13253
H -0.20853 -2.75827 1.66605
H -1.53971 -2.33150 -1.28892
H -0.13722 -3.32469 -0.89809
H 0.03676 -2.01736 -2.05163
H -1.10764 2.48724 -1.40268
H 0.37426 1.80844 -2.11981
H 0.46259 3.20091 -1.06119
H -1.55784 2.18601 1.13081
H 0.00493 2.92985 1.45391
H -0.33666 1.34827 2.11869
H -0.89275 0.01793 -1.33281
H -1.62992 0.06602 0.14255
*
```

***

Formula: C7H14N5O2
Source: OMol25
Level of theory: wB97M-V/def2-TZVPD

Its highest occupied orbital energy is -12.597 eV. The HOMO-LUMO gap comes out at 8.75 eV.

```
! wB97M-V def2-TZVPD RIJCOSX def2/J DEFGRID3
* xyz 1 1
C -0.24424 -0.13564 0.01946
C -0.84420 -1.40551 3.11694
C 1.53439 2.61710 -1.07392
C -0.01464 2.28510 -0.69180
C 2.02308 1.33075 -1.75228
C -0.16671 0.81533 -1.18680
C -0.74931 -2.36546 -2.08394
N -0.27807 -0.31451 1.17095
N -0.51943 -0.39078 2.40757
N -1.04406 -2.72093 2.66496
N -0.78061 -1.16120 4.43782
N -0.97198 -2.17230 -0.71218
O -1.70355 -2.91074 -0.12579
O 0.84565 0.48742 -2.01977
H 1.63243 3.48224 -1.81814
H 2.16805 2.77165 -0.21127
H -0.27193 2.31869 0.37427
H -0.70088 3.03881 -1.26811
H 2.44560 1.64705 -2.66363
H 2.78222 0.90623 -1.07465
H -1.06258 0.55246 -1.79503
H 0.10855 -3.11353 -1.89762
H -0.25083 -1.44028 -2.53233
H -1.36117 -2.92352 -2.72802
H -1.49634 -2.84427 1.79942
H -0.97788 -3.52123 3.30867
H -0.50714 -0.20736 4.80418
H -0.60598 -1.99976 5.03207
*
```

***

Formula: C7H14NO
Source: OMol25
Level of theory: wB97M-V/def2-TZVPD

Its highest occupied orbital energy (spin up / spin down) is -13.057 / -13.687 eV. Its expectation value of S² is 2.013. The HOMO-LUMO gap (spin up / spin down) comes out at 7.28 / 6.12 eV.

```
! wB97M-V def2-TZVPD RIJCOSX def2/J DEFGRID3
* xyz 1 3
C -1.62542 1.06504 1.41441
C 1.00581 0.33312 1.33576
C 0.47104 1.45628 2.23294
C -0.96558 0.18534 -1.86564
C 1.34031 -0.78122 -1.72304
C -0.65226 -1.70371 -0.23544
C 0.05043 -0.43261 -0.81279
N 0.48474 0.55640 0.04228
O -0.90148 1.44568 2.35446
H -2.67140 1.25795 1.49044
H 2.07775 0.68524 1.44207
H 1.06202 -0.71475 1.85427
H 1.01018 1.54850 3.20122
H 0.75831 2.39800 1.58795
H -0.69599 1.21056 -1.84055
H -0.89404 -0.40861 -2.70906
H -1.97181 0.10379 -1.54890
H 1.02371 -1.41793 -2.54681
H 2.24915 -1.00205 -1.29502
H 1.43014 0.14068 -2.14068
H -0.89691 -2.51554 -0.95781
H -0.03617 -2.12516 0.52649
H -1.65253 -1.28498 0.19344
*
```

***

Formula: C7H14NO2
Source: OMol25
Level of theory: wB97M-V/def2-TZVPD

Its highest occupied orbital energy (spin up / spin down) is -11.276 / -11.280 eV. The HOMO-LUMO gap (spin up / spin down) comes out at 7.75 / 7.76 eV.

```
! wB97M-V def2-TZVPD RIJCOSX def2/J DEFGRID3
* xyz 1 1
C -1.51094 0.72790 -0.04322
C -0.09536 -0.38583 -0.50730
C -2.48955 -1.30924 -0.41806
C -1.46249 -1.89629 0.48542
C -1.55924 2.21817 0.00455
C 1.67186 0.20219 1.08717
C 2.22328 -0.32903 -1.17650
N 1.23753 0.28234 -0.31945
O -2.62494 0.07213 -0.12100
O -0.15079 -1.58351 0.05467
H -2.16736 -1.35943 -1.49848
H -3.40982 -1.78124 -0.42615
H -1.67819 -1.73622 1.55401
H -1.40966 -3.04287 0.44694
H -0.62809 2.61830 -0.40778
H -1.66852 2.63909 1.00804
H -2.57178 2.49368 -0.33210
H 1.97586 -0.77244 1.21896
H 2.56422 0.92904 1.21924
H 0.84347 0.61082 1.58798
H 1.90512 -0.14764 -2.12851
H 3.19183 0.11282 -0.93529
H 2.31711 -1.48463 -1.11533
H 1.00099 1.19967 -0.66050
*
```

***

Formula: C7H14NO2
Source: OMol25
Level of theory: wB97M-V/def2-TZVPD

Its highest occupied orbital energy (spin up / spin down) is -10.817 / -11.048 eV. The HOMO-LUMO gap (spin up / spin down) comes out at 6.59 / 6.82 eV.

```
! wB97M-V def2-TZVPD RIJCOSX def2/J DEFGRID3
* xyz 1 1
C 0.75247 0.91585 -0.39683
C 2.74392 1.79821 -1.21682
C -0.79642 -2.17113 2.29731
C -1.36739 -2.78651 3.50173
C -1.14467 -2.67911 0.96080
C 0.09166 3.25248 -2.24357
C 0.74598 1.91138 -2.55809
N 1.51560 1.39213 -1.42638
O -0.00320 -1.19643 2.45239
O 0.85834 -0.13736 0.19887
H 3.15135 2.61436 -1.78435
H 3.30213 1.39144 -0.39436
H -0.84516 -2.45638 4.39641
H -1.35942 -3.87257 3.42767
H -2.41693 -2.48992 3.58468
H -1.91791 -3.43913 0.99703
H -0.25201 -3.10628 0.49401
H -1.45632 -1.86295 0.30675
H 0.84100 3.98967 -1.96673
H -0.43642 3.61220 -3.12171
H -0.61779 3.15224 -1.42715
H 1.43446 2.00911 -3.39747
H -0.01750 1.16998 -2.80496
H 0.34152 -0.74816 1.59689
*
```

***

Formula: C7H14NP
Source: OMol25
Level of theory: wB97M-V/def2-TZVPD

Its highest occupied orbital energy is -8.324 eV. The HOMO-LUMO gap comes out at 9.24 eV.

```
! wB97M-V def2-TZVPD RIJCOSX def2/J DEFGRID3
* xyz 0 1
C 0.25548 2.29928 0.11125
C 1.28809 1.95108 -0.55746
C -0.90443 1.42619 0.44949
C -2.91369 -1.03448 0.00489
C 3.20228 -1.26787 -0.28988
C -2.00418 -0.27970 -1.01477
C 1.87340 -0.87209 0.28737
N -0.76918 0.14758 -0.29034
P 0.72499 -0.25457 -1.09423
H 0.04980 3.34376 0.32193
H 2.19798 2.35171 -0.97952
H -1.19476 1.26919 1.59868
H -1.69745 2.00697 0.04439
H -2.96276 -0.51528 0.94616
H -3.92109 -1.00910 -0.40059
H -2.47865 -1.96208 0.08399
H 3.91074 -1.75914 0.42365
H 2.94175 -2.00790 -1.17316
H 3.69101 -0.37614 -0.78202
H -1.74345 -0.72543 -1.92676
H -2.52309 0.62601 -1.37130
H 1.99285 -0.13496 1.08710
H 1.59403 -1.81638 0.84094
*
```

***

Formula: C7H14NS
Source: OMol25
Level of theory: wB97M-V/def2-TZVPD

Its highest occupied orbital energy is -13.775 eV. The HOMO-LUMO gap comes out at 9.67 eV.

```
! wB97M-V def2-TZVPD RIJCOSX def2/J DEFGRID3
* xyz 1 1
C -1.31226 2.23075 -0.38354
C -1.54084 -1.53484 0.59059
C -0.83936 1.06947 -0.68096
C 2.01369 -1.58597 -0.56455
C 2.59564 0.72933 -1.03976
C -2.79211 0.18944 1.71477
C 1.63977 -0.15487 -0.32105
N -1.76647 -0.33132 0.75985
S 0.12795 0.04160 -1.47795
H -0.97955 3.17687 -0.77531
H -2.22892 2.31666 0.24167
H -1.92937 -2.30112 1.12135
H -0.71848 -1.84173 -0.08710
H 3.13087 -1.66216 -0.61810
H 1.70171 -2.41554 0.17900
H 1.64843 -2.03186 -1.54306
H 2.83964 0.55990 -2.10469
H 3.59624 0.90942 -0.49726
H 2.22408 1.78720 -0.99706
H -2.34986 1.21765 1.83228
H -2.55353 -0.48754 2.66382
H -3.79822 -0.01952 1.32805
H 1.29096 0.13819 0.65903
*
```

***

Formula: C7H14O3
Source: OMol25
Level of theory: wB97M-V/def2-TZVPD

Its highest occupied orbital energy is -9.642 eV. The HOMO-LUMO gap comes out at 10.39 eV.

```
! wB97M-V def2-TZVPD RIJCOSX def2/J DEFGRID3
* xyz 0 1
O -0.87357 -1.88672 -1.20561
O -1.65219 -2.95056 0.73264
C -1.09621 -3.10549 -0.54653
C -2.11552 -1.21268 -1.41194
C -2.93665 -2.33460 0.63212
C -2.82309 -0.99629 -0.08256
H -1.74461 -3.75627 -1.16419
H -0.11939 -3.61385 -0.43314
H -1.87636 -0.26099 -1.92431
H -2.74975 -1.81167 -2.09341
H -3.62467 -3.00709 0.08455
H -3.31864 -2.23160 1.66601
H -2.23825 -0.29145 0.53924
H -3.82494 -0.55313 -0.24178
O 1.74362 4.00740 0.13994
C 2.63335 3.21585 0.40569
C 2.73747 2.55635 1.76153
C 3.69456 2.83861 -0.60206
H 1.92384 2.90200 2.42118
H 3.70281 2.80358 2.23438
H 2.66612 1.46039 1.65954
H 4.69452 3.10838 -0.22271
H 3.67206 1.75255 -0.79333
H 3.52549 3.36728 -1.55524
*
```

***

Calculated energy relative to the best compared isomer or geometry (same formula, charge and spin), 701.5, 28.8, 130.8, 0.0, 413.7, 640.0, 213.5, 538.6, 317.7, 60.1, 316.1, 142.4 kJ/mol (same order as the records).
Calculated E, -514.14259, -589.62980, -493.47335, -891.62292, -548.48258, -698.94005, -404.57369, -479.91937, -480.00349, -671.11070, -727.66190, -500.80899 Ha (same order as the records).